(1)
{"formula": "C5H6O2", "method": "ωB97M-V with the def2-TZVPD basis set", "relative_energy_ev": 4.7912, "total_charge": 0, "total_energy_ha": -344.42584, "e_homo_ha": -0.32651, "lumo_ev": -0.266, "elements": ["O", "C", "C", "O", "C", "C", "C", "H", "H", "H", "H", "H", "H"], "positions_angstrom": [[0.5964, 1.9140, -0.4530], [0.2116, 0.7512, -0.1814], [1.3507, -0.3331, -0.0077], [1.3212, -0.7390, -1.4226], [0.2308, -0.1513, -1.7572], [-1.3861, -0.4319, 1.3952], [-1.0800, 0.5618, 0.5665], [1.1836, -1.2185, 0.6093], [2.3169, 0.1297, 0.1871], [0.0849, -0.1387, -2.8511], [-0.7044, -1.2512, 1.6114], [-2.3425, -0.4669, 1.9102], [-1.7830, 1.3739, 0.3932]]}

***

(2)
{"formula": "C5H6O2", "method": "ωB97M-V with the def2-TZVPD basis set", "relative_energy_ev": 6.0270, "total_charge": 0, "total_energy_ha": -344.38042, "smiles": "OC(O)[C@]12[C@@H]3[C@H]1[C@@H]32", "e_homo_ha": -0.31328, "lumo_ev": 0.752, "elements": ["O", "C", "O", "C", "C", "C", "C", "H", "H", "H", "H", "H", "H"], "positions_angstrom": [[-1.9937, 0.3628, 0.7563], [-1.2487, 0.4432, -0.4426], [-1.6896, -0.4472, -1.4032], [0.3688, 0.0779, -0.2205], [1.7387, -0.3789, -0.5056], [1.1745, -0.7583, 0.8125], [1.4788, 0.6671, 0.5247], [-2.0405, -0.5623, 0.9558], [-1.1585, 1.4758, -0.6572], [-2.5449, -0.7092, -1.1497], [2.6561, -0.4977, -1.1315], [1.2324, -1.2318, 1.7702], [2.0266, 1.5588, 0.6909]]}

***

(3)
{"formula": "C5H6O2", "method": "ωB97M-V with the def2-TZVPD basis set", "relative_energy_ev": 4.8504, "total_charge": 0, "total_energy_ha": -344.42366, "e_homo_ha": -0.30114, "lumo_ev": -0.313, "elements": ["C", "C", "O", "C", "O", "C", "C", "H", "H", "H", "H", "H", "H"], "positions_angstrom": [[0.9262, -0.2311, -1.6294], [0.5698, -0.4535, -0.1919], [1.3095, -0.0584, 0.7994], [-1.1995, 0.9236, -0.1070], [-1.4972, 1.6443, -1.0032], [-1.4675, 0.4564, 1.1446], [-0.9011, -0.0365, 2.1843], [1.3361, -1.1523, -2.0701], [1.6340, 0.5840, -1.7857], [0.0000, -0.0124, -2.1677], [0.0184, -1.3798, 0.0196], [0.6311, -0.1668, 1.6442], [-1.3599, -0.1176, 3.1629]]}

***

(4)
{"formula": "C5H6O2S2", "method": "ωB97M-V with the def2-TZVPD basis set", "relative_energy_ev": 3.3500, "total_charge": 0, "total_energy_ha": -1140.79448, "e_homo_ha": [-0.34124, -0.31588], "lumo_ev": [-0.759, -1.158], "elements": ["C", "C", "C", "C", "C", "O", "O", "S", "S", "H", "H", "H", "H", "H", "H"], "positions_angstrom": [[2.7271, 0.0795, 0.7900], [1.4706, 0.2659, 1.4990], [2.5835, 0.0891, -0.5732], [0.4707, 0.2452, 0.6239], [-2.2393, -0.7362, -1.1509], [-2.9176, 1.5853, 0.4724], [-2.6555, -0.8175, 0.1949], [0.9478, 0.2998, -1.0115], [-2.4369, 0.4331, 1.2074], [3.6261, 0.2218, 1.4289], [1.5251, 0.4193, 2.5892], [3.2757, -0.0808, -1.3651], [-2.7790, 0.0598, -1.7723], [-2.5219, -1.4961, -1.8156], [-1.0762, -0.5681, -1.1171]]}